# C33H59BaN3O7

A molecular structure, C33H59BaN3O7 (ωB97M-V with the def2-TZVPD basis set, the Open Molecules 2025 dataset).

```
103
Properties=species:S:1:pos:R:3:forces:R:3
Ba 0.531 -0.200 0.395 0.34 0.09 1.01
C 3.063 -0.579 4.295 -0.38 -1.22 -4.17
C 3.582 0.444 5.050 -0.41 -1.11 4.59
C 3.870 1.790 4.402 2.49 4.32 3.74
O 4.324 2.839 5.057 -1.45 -3.90 -0.97
C 3.653 2.017 3.075 -1.86 -2.46 -4.74
C 3.060 1.004 2.204 1.34 -0.32 4.42
C 2.844 -0.474 2.917 -0.37 2.48 1.03
O 2.225 -1.337 2.240 -0.57 -0.27 -1.46
O 2.584 1.124 1.061 -0.40 0.27 -1.58
O 3.617 0.154 6.300 0.77 2.25 -2.18
H 2.810 -1.559 4.674 0.08 0.14 0.63
H 3.918 2.977 2.657 -0.14 0.14 0.06
C -2.880 -2.141 -0.234 0.69 0.41 0.49
C -1.968 -3.293 -0.605 1.29 -0.91 -1.33
C -1.861 -3.415 -2.181 1.29 -1.01 1.08
C -0.652 -4.375 -2.677 -2.26 1.75 0.56
C 0.684 -3.979 -2.046 -1.28 -1.23 1.88
C 0.580 -3.883 -0.443 1.28 -1.68 -1.51
N -0.560 -2.989 -0.139 0.42 0.67 -1.43
O -0.501 -2.677 1.207 -0.47 0.16 0.92
C 0.403 -5.301 0.210 -0.40 0.60 -0.29
C 1.997 -3.359 0.030 -1.52 1.35 -0.35
C -2.637 -4.562 0.009 -0.65 1.12 -0.94
H -3.887 -2.260 -0.634 0.09 -0.15 0.10
H -2.506 -1.173 -0.568 0.15 0.01 -0.12
H -2.873 -2.125 0.855 -0.53 0.26 0.07
H -2.854 -3.771 -2.452 0.14 -0.08 -0.60
H -1.665 -2.437 -2.621 -0.29 0.17 0.17
H -0.644 -4.277 -3.762 0.23 -0.10 -0.08
H -0.945 -5.403 -2.463 0.34 -0.08 0.14
H 1.096 -3.026 -2.380 0.08 -0.23 -0.32
H 1.288 -4.861 -2.257 0.86 0.55 -0.04
H 0.336 -5.213 1.294 -0.11 0.06 0.22
H -0.516 -5.773 -0.137 0.30 -0.16 0.03
H 1.250 -5.973 0.076 0.07 0.23 -0.39
H 2.054 -2.312 -0.269 0.07 0.30 -0.11
H 2.150 -3.293 1.108 0.03 -0.45 -0.07
H 2.850 -3.755 -0.520 -0.33 -0.76 0.18
H -2.490 -5.486 -0.551 0.58 -0.08 0.52
H -3.689 -4.350 -0.180 -0.26 -0.21 0.28
H -2.530 -4.573 1.094 0.26 -0.51 -0.10
H -0.385 -3.531 1.630 0.06 -0.11 0.92
C 1.871 -0.017 -4.685 -0.29 -2.01 0.58
C 1.575 0.864 -3.483 1.89 0.64 1.39
C 1.805 2.296 -3.936 -1.27 0.77 -0.94
C 0.629 2.821 -4.774 -0.44 -0.33 -0.06
C -0.677 2.638 -4.003 0.73 0.20 0.57
C -0.894 1.192 -3.549 -1.53 -2.05 -0.63
N 0.288 0.682 -2.809 -0.74 3.25 0.15
O 0.116 -0.580 -2.246 0.11 -0.09 -1.15
C -2.191 1.214 -2.689 0.70 0.04 0.40
C -1.257 0.225 -4.752 0.55 0.80 -0.35
C 2.636 0.708 -2.353 0.25 0.00 -0.65
H 1.541 -1.026 -4.435 -0.68 -0.48 -0.11
H 2.915 -0.315 -4.789 0.32 1.04 -0.25
H 1.378 0.231 -5.625 0.47 0.25 0.17
H 1.984 3.008 -3.129 0.01 -0.23 0.28
H 2.693 2.254 -4.567 0.13 0.18 0.14
H 0.512 2.234 -5.685 0.33 0.15 -0.29
H 0.784 3.864 -5.047 -0.03 -0.04 -0.07
H -1.577 3.010 -4.492 0.08 -0.28 -0.49
H -0.628 3.274 -3.120 0.12 -0.11 0.41
H -3.057 1.253 -3.350 0.07 0.45 0.07
H -2.388 0.357 -2.045 0.46 -0.26 -0.14
H -2.119 2.082 -2.035 -0.42 0.09 0.02
H -1.333 -0.830 -4.488 -0.36 0.04 0.44
H -2.189 0.571 -5.199 -0.11 -0.24 0.11
H -0.539 0.213 -5.572 0.06 0.33 0.10
H 2.362 1.314 -1.490 -0.37 -0.42 0.25
H 3.563 1.211 -2.630 0.20 -0.37 -0.40
H 2.871 -0.332 -2.128 -0.05 -0.01 0.34
H 0.268 -1.116 -3.028 -0.18 -1.30 0.06
C -0.928 -0.179 3.726 -0.82 -0.99 -1.57
C -1.193 1.334 3.604 0.74 0.09 1.12
C -0.136 2.004 4.533 -1.14 1.48 0.10
C 0.010 3.517 4.310 0.48 -0.07 -1.56
C 0.291 3.654 2.790 0.55 1.11 1.40
C -0.770 3.176 1.836 -0.42 0.56 -0.66
N -1.078 1.797 2.171 5.76 -0.05 3.92
O -2.020 1.221 1.489 -3.71 -1.14 -2.35
C -2.032 4.170 1.860 0.56 -0.54 -0.24
C -0.080 3.093 0.422 -1.25 0.65 0.14
C -2.601 1.581 4.188 0.10 0.65 -0.39
H -0.717 -0.617 4.701 0.52 0.74 0.09
H -0.239 -0.556 2.971 0.96 0.28 0.62
H -1.774 -0.786 3.404 -0.79 0.29 0.02
H -0.534 1.927 5.545 0.48 -0.80 0.15
H 0.853 1.563 4.408 -0.10 -0.22 0.16
H 0.869 3.907 4.856 0.30 -0.32 -0.10
H -0.761 4.223 4.616 -0.76 -0.60 0.08
H 1.235 3.131 2.635 0.02 -0.06 -0.31
H 0.452 4.713 2.592 0.22 0.07 -0.31
H -1.738 5.174 1.556 0.26 -0.08 -0.07
H -2.854 3.894 1.200 0.16 -0.33 -0.33
H -2.512 4.290 2.831 0.43 -0.19 0.25
H 0.951 2.739 0.440 0.02 0.05 0.44
H -0.671 2.451 -0.232 -0.18 -0.12 -0.14
H -0.101 4.067 -0.067 0.16 0.13 0.03
H -3.355 0.918 3.761 -0.03 -0.24 0.21
H -2.938 2.598 3.992 0.02 0.17 0.13
H -2.556 1.471 5.271 -0.19 -0.25 -0.14
H -2.744 1.590 2.000 -1.94 -0.61 -0.90
```
Positions in Å, forces in eV/Å.

Properties
Maximum force, eV Å⁻¹: 7.0
DFT total energy, eV: -54669.652
LUMO energy, eV: -0.242
Gap between HOMO and LUMO, eV: 5.81

Mulliken atomic charge list, values in e, 6 entries: -0.199, -0.395, 0.229, 0.354, -0.773, -0.816